# 1
{
  "formula": "C30H26N5NaO3P2Se2",
  "method": "ωB97M-V/def2-TZVPD",
  "charge": -2,
  "species": ["Na", "N", "C", "C", "O", "N", "C", "C", "O", "O", "H", "H", "H", "H", "H", "H", "Se", "P", "C", "C", "C", "C", "C", "C", "C", "C", "C", "C", "C", "C", "C", "C", "N", "N", "N", "P", "Se", "C", "C", "C", "C", "C", "C", "C", "C", "C", "C", "C", "C", "H", "H", "H", "H", "H", "H", "H", "H", "H", "H", "H", "H", "H", "H", "H", "H", "H", "H", "H", "H"],
  "xyz": [[-4.238, 1.878, 0.077], [-3.413, 3.960, 0.720], [-4.560, 4.872, 0.514], [-5.924, 4.119, 0.560], [-6.748, 4.511, 1.431], [-6.004, 3.145, -0.318], [-7.149, 2.245, -0.234], [-6.780, 0.739, -0.136], [-7.609, -0.079, -0.585], [-5.672, 0.453, 0.425], [-3.380, 3.650, 1.688], [-2.511, 4.383, 0.538], [-4.442, 5.320, -0.476], [-4.605, 5.668, 1.260], [-7.791, 2.346, -1.115], [-7.775, 2.474, 0.638], [4.100, 1.517, 1.963], [2.845, 0.816, 0.400], [3.334, 1.390, -1.260], [4.600, 1.907, -1.490], [4.967, 2.295, -2.775], [4.072, 2.162, -3.825], [2.799, 1.650, -3.595], [2.430, 1.271, -2.314], [3.077, -0.994, 0.277], [3.035, -1.754, 1.446], [3.356, -3.101, 1.427], [3.763, -3.700, 0.240], [3.828, -2.949, -0.922], [3.478, -1.604, -0.907], [1.126, 1.312, 0.487], [-0.172, 0.789, 0.565], [-1.013, 1.842, 0.518], [-0.288, 2.946, 0.423], [1.002, 2.656, 0.400], [-0.917, -0.843, 0.663], [-3.025, -0.906, 0.571], [-0.264, -1.583, 2.192], [0.398, -0.800, 3.131], [0.820, -1.353, 4.335], [0.586, -2.692, 4.604], [-0.104, -3.473, 3.683], [-0.544, -2.916, 2.493], [-0.200, -1.742, -0.755], [0.490, -2.942, -0.685], [0.880, -3.596, -1.851], [0.607, -3.041, -3.088], [-0.064, -1.824, -3.165], [-0.475, -1.186, -2.008], [5.280, 2.013, -0.653], [5.954, 2.707, -2.948], [4.360, 2.469, -4.824], [2.090, 1.555, -4.409], [1.431, 0.891, -2.128], [2.790, -1.279, 2.383], [3.304, -3.674, 2.346], [4.030, -4.751, 0.225], [4.145, -3.407, -1.852], [3.524, -1.036, -1.828], [0.597, 0.244, 2.918], [1.340, -0.731, 5.054], [0.922, -3.125, 5.540], [-0.318, -4.513, 3.901], [-1.134, -3.509, 1.804], [0.751, -3.370, 0.273], [1.416, -4.536, -1.781], [0.912, -3.551, -3.995], [-0.284, -1.380, -4.128], [-1.033, -0.257, -2.066]],
  "forces_ev_per_angstrom": [[1.14, 0.00, -0.19], [-0.23, 0.18, 0.20], [0.04, -0.13, -0.06], [0.04, 0.12, 0.21], [0.09, -0.02, -0.18], [-0.30, -0.04, 0.01], [-0.02, 0.17, -0.04], [-0.10, -0.18, 0.03], [0.11, 0.22, 0.11], [-0.85, -0.47, -0.06], [-0.02, 0.11, 0.01], [-0.02, 0.01, -0.10], [-0.01, 0.00, 0.02], [-0.03, 0.07, 0.03], [0.02, 0.01, -0.01], [0.01, -0.01, 0.03], [-0.08, 0.01, -0.06], [0.02, 0.03, 0.03], [-0.04, 0.06, 0.03], [0.03, 0.00, -0.04], [0.04, -0.02, 0.11], [-0.05, 0.00, -0.05], [0.07, 0.00, 0.04], [-0.10, 0.03, -0.04], [0.01, -0.03, 0.03], [0.05, -0.04, -0.01], [0.00, 0.03, -0.04], [0.00, -0.02, 0.02], [0.06, 0.07, 0.05], [0.00, -0.04, -0.09], [0.08, 0.14, -0.01], [-0.18, -0.04, -0.08], [0.08, 0.05, 0.05], [0.13, -0.32, -0.02], [-0.08, 0.01, 0.00], [-0.10, 0.06, -0.02], [0.20, -0.01, 0.05], [0.01, 0.02, 0.02], [0.03, -0.02, 0.04], [-0.01, 0.01, -0.04], [-0.01, 0.00, 0.02], [0.01, 0.02, -0.03], [0.00, -0.04, 0.02], [0.08, 0.01, -0.03], [-0.03, -0.08, -0.04], [-0.07, 0.00, 0.03], [-0.02, 0.02, -0.02], [0.00, -0.01, 0.01], [0.02, 0.01, -0.01], [0.00, 0.00, -0.03], [-0.03, -0.01, -0.01], [-0.01, -0.01, 0.01], [0.02, 0.01, 0.01], [0.06, 0.02, 0.01], [0.00, 0.03, 0.01], [0.00, 0.01, -0.03], [0.00, 0.02, 0.00], [-0.02, 0.01, 0.01], [0.01, -0.04, 0.05], [0.00, -0.01, 0.03], [-0.01, -0.01, -0.01], [-0.01, 0.01, -0.02], [0.00, 0.01, 0.00], [0.01, 0.02, -0.02], [-0.03, 0.00, 0.03], [-0.02, 0.03, 0.00], [0.01, 0.01, 0.02], [0.01, -0.02, 0.01], [0.00, -0.01, 0.01]]
}

---

# 2
{
  "formula": "C2H7N2O2P",
  "method": "ωB97M-V/def2-TZVPD",
  "e_above_lowest_kcal_mol": 69.4,
  "charge": 0,
  "species": ["C", "C", "N", "N", "O", "O", "P", "H", "H", "H", "H", "H", "H", "H"],
  "xyz": [[1.634, -0.185, 0.343], [2.374, 0.823, -0.502], [-1.800, -0.644, 1.581], [-1.921, -0.600, -1.167], [1.951, -1.253, 0.752], [-1.658, 1.539, 0.177], [-1.231, 0.124, 0.170], [2.896, 0.288, -1.341], [3.203, 1.224, 0.066], [1.600, 1.555, -0.891], [-2.026, 0.023, 2.290], [-1.162, -1.377, 1.846], [-2.577, -0.198, -1.747], [-1.283, -1.320, -1.576]],
  "forces_ev_per_angstrom": [[-1.06, -1.79, -0.47], [-0.83, -0.15, -1.04], [0.53, -0.39, -1.55], [3.61, -3.08, 1.25], [-0.09, 1.53, -0.18], [0.23, 0.49, 0.27], [-0.15, 0.87, 0.21], [-0.81, 0.24, 0.58], [-0.12, 0.61, 0.36], [1.39, -0.60, 0.55], [0.12, 0.28, 0.55], [-0.10, -0.15, 0.60], [-1.38, 1.22, -1.27], [-1.34, 0.92, 0.15]]
}

---

# 3
{
  "formula": "C14H15N3O4S",
  "method": "ωB97M-V/def2-TZVPD",
  "e_above_lowest_kcal_mol": 0.0,
  "charge": 0,
  "species": ["C", "O", "C", "C", "C", "C", "N", "C", "O", "C", "S", "C", "N", "C", "O", "C", "C", "O", "N", "C", "C", "C", "H", "H", "H", "H", "H", "H", "H", "H", "H", "H", "H", "H", "H", "H", "H"],
  "xyz": [[6.001, -4.794, 0.797], [5.258, -4.228, 1.849], [4.189, -3.443, 1.543], [3.756, -3.148, 0.255], [2.653, -2.335, 0.067], [1.963, -1.803, 1.149], [0.850, -0.991, 0.880], [0.062, -0.319, 1.751], [0.156, -0.331, 2.956], [-1.058, 0.465, 1.068], [-0.474, 1.392, -0.387], [-2.013, 1.917, -1.046], [-3.094, 1.549, -0.430], [-4.279, 1.964, -0.943], [-5.367, 1.570, -0.276], [-4.365, 2.732, -2.066], [-3.186, 3.140, -2.758], [-3.118, 3.816, -3.762], [-1.977, 2.670, -2.154], [-0.724, 3.034, -2.770], [2.394, -2.098, 2.440], [3.493, -2.907, 2.628], [6.447, -4.023, 0.159], [6.794, -5.368, 1.273], [5.388, -5.463, 0.185], [4.266, -3.542, -0.610], [2.328, -2.112, -0.940], [0.660, -0.861, -0.105], [-1.839, -0.215, 0.723], [-1.486, 1.170, 1.779], [-5.092, 1.052, 0.493], [-5.318, 3.047, -2.451], [-0.185, 2.143, -3.095], [-0.964, 3.657, -3.632], [-0.102, 3.592, -2.069], [1.867, -1.691, 3.286], [3.837, -3.142, 3.622]],
  "forces_ev_per_angstrom": [[0.10, -0.08, -0.15], [-0.14, 0.11, 0.21], [-0.17, 0.13, 0.08], [0.26, -0.19, 0.07], [-0.17, 0.14, 0.22], [0.31, -0.26, 0.04], [0.08, -0.03, -0.44], [-0.32, 0.33, -0.39], [0.03, -0.03, 0.23], [-0.19, 0.27, -0.11], [0.37, -0.05, 0.14], [-0.25, -0.34, 0.39], [-0.20, -0.11, 0.24], [0.51, 0.24, -0.42], [-0.22, 0.03, -0.02], [-0.40, -0.13, 0.23], [-0.08, -0.15, 0.21], [-0.06, 0.16, -0.23], [-0.14, 0.00, 0.05], [0.38, 0.18, -0.28], [-0.06, 0.05, 0.07], [0.24, -0.18, -0.26], [-0.03, -0.03, 0.01], [-0.04, 0.03, -0.09], [0.02, 0.03, 0.01], [0.06, -0.05, -0.05], [-0.04, 0.02, -0.11], [-0.08, 0.02, 0.20], [0.04, 0.02, 0.12], [0.06, -0.19, -0.01], [0.12, 0.07, -0.12], [-0.08, 0.06, -0.07], [0.00, 0.03, -0.04], [0.08, -0.10, 0.13], [-0.01, 0.02, -0.04], [-0.01, 0.00, 0.03], [0.03, -0.02, 0.13]]
}

---

E across the listed records, respectively: -198816.03641; -18550.37363; -38257.77466 eV.
Max |F| across the listed records, respectively: 1.151; 4.904; 0.703 eV Å⁻¹.